P:
The following is a quantum chemistry calculation of an isolated molecule of C4H8O2, from the Open Molecules 2025 dataset.

Results
SMILES string   O[C@H]1CCOC1
Orbital gap   0.39314 hartree
HOMO   -9.751 eV
LUMO level   0.95 eV

Each line ends with the Löwdin charge.
Cartesian coordinates (Å):
O1 0.9807 -0.0775 -1.9448  -0.021
C1 0.3822 0.3792 -0.7556  -0.374
C2 -0.9514 -0.2746 -0.3887  -0.114
C3 -1.0459 0.0446 1.0935  -0.205
O2 0.2824 -0.0502 1.5919  -0.129
C4 1.2046 0.1178 0.5237  -0.145
H1 0.9226 -1.0402 -1.9549  0.092
H2 0.2616 1.4586 -0.9003  0.154
H3 -0.8562 -1.3602 -0.5292  0.125
H4 -1.8102 0.0824 -0.9609  0.122
H5 -1.6792 -0.6526 1.6503  0.122
H6 -1.4354 1.0624 1.2472  0.122
H7 1.8886 0.9439 0.7527  0.125
H8 1.8022 -0.8006 0.4157  0.127

=====

Q:
The following is a quantum chemistry calculation of a structure of composition C4H8O2, from the Open Molecules 2025 dataset.

Results
Orbital gap   0.37330 hartree
HOMO   -9.721 eV
LUMO level   0.44 eV

Each line ends with the Löwdin charge.
Cartesian coordinates (Å):
C1 0.3529 0.5452 1.8607  -0.033
C2 -0.1471 -0.2291 0.6299  -0.425
O1 -1.5422 -0.0901 0.4425  -0.070
C3 0.2231 0.3133 -0.7237  0.013
C4 0.3790 -0.5457 -1.8768  -0.252
O2 -0.9877 -0.3006 -1.8901  -0.083
H1 0.1483 1.6150 1.7596  0.081
H2 -0.1784 0.1848 2.7515  0.086
H3 1.4286 0.4075 2.0419  0.082
H4 0.1662 -1.2862 0.7442  0.147
H5 -1.6290 -0.3372 -0.5578  0.061
H6 0.2381 1.3982 -0.7991  0.152
H7 0.6685 -1.5709 -1.6578  0.124
H8 0.8796 -0.1043 -2.7250  0.115

=====

Taking the most stable structure as the zero point, the relative energies in eV are P 0.000; Q 2.293.

=====

P:
The following is a quantum chemistry calculation of a cluster of 2 separate species, C4H7N3 in total, from the Open Molecules 2025 dataset.

Results
SMILES string   C=CN=C.N=C=N
Orbital gap   0.29574 hartree
HOMO   -8.229 eV
LUMO level   -0.18 eV

Each line ends with the Löwdin charge.
Cartesian coordinates (Å):
C1 -1.8800 -0.5726 0.8158  0.033
C2 -0.5842 -0.7373 0.4586  -0.214
N1 -0.1186 -0.3205 -0.8242  -0.104
C3 -0.7264 0.1337 -1.8316  -0.013
H1 -2.5238 0.1414 0.3254  0.046
H2 -2.4533 -1.3596 1.2750  0.054
H3 -0.1763 -1.7269 0.6551  0.105
H4 -1.7746 -0.0659 -2.0426  0.073
H5 -0.1311 0.6682 -2.5606  0.070
N2 2.1952 -0.0779 -0.1059  0.110
C4 1.8640 0.6246 0.8843  -0.360
N3 2.2660 1.6245 1.4752  0.118
H6 1.7373 -0.0177 -1.0036  0.036
H7 2.3058 1.6862 2.4793  0.048

=====

Q:
The following is a quantum chemistry calculation of an isolated molecule of C4H7N3, from the Open Molecules 2025 dataset.

Results
Orbital gap (alpha / beta)   0.29619 / 0.29616 hartree
HOMO (alpha / beta)   -8.266 / -8.266 eV
LUMO level (alpha / beta)   -0.21 / -0.21 eV

Each line ends with the Löwdin charge.
Cartesian coordinates (Å):
C1 2.1927 0.1816 0.4376  -0.138
N1 1.0697 0.7889 -0.2620  -0.078
C2 -0.0950 -0.0390 -0.2636  -0.491
N2 -1.1278 0.4356 -1.1845  0.118
N3 -2.1808 0.0969 -0.5700  -0.011
C3 -2.0154 -0.4743 0.6936  -0.161
C4 -0.6790 -0.5392 1.0191  0.010
H1 1.8785 -0.0556 1.4565  0.064
H2 2.5483 -0.7568 -0.0244  0.079
H3 3.0233 0.8934 0.4730  0.076
H4 1.3150 1.0265 -1.2176  0.107
H5 -3.0677 0.2166 -1.0555  0.164
H6 -2.9126 -0.7266 1.2472  0.083
H7 0.0509 -1.0482 -0.7494  0.178

=====

R:
The following is a quantum chemistry calculation of an isolated molecule of C4H7N3, from the Open Molecules 2025 dataset.

Results
SMILES string   Cc1cn(C)nn1
Orbital gap   0.37563 hartree
HOMO   -9.336 eV
LUMO level   0.88 eV

Each line ends with the Löwdin charge.
Cartesian coordinates (Å):
C1 -2.4578 -0.0397 -0.2488  -0.054
C2 -1.0101 -0.0066 0.0801  -0.355
C3 0.0100 0.8593 -0.1813  -0.014
N1 1.1208 0.2864 0.4725  -0.165
C4 2.4427 -0.1076 -0.0492  -0.038
N2 0.6931 -0.8248 1.1217  -0.019
N3 -0.5262 -1.0346 0.8602  0.052
H1 -2.7709 -1.0891 -0.2763  0.079
H2 -3.0303 0.4654 0.5333  0.078
H3 -2.6521 0.4295 -1.2126  0.073
H4 -0.0519 1.8509 -0.6397  0.121
H5 2.3942 -1.2045 -0.1148  0.082
H6 3.1885 0.1354 0.6995  0.077
H7 2.6499 0.2800 -1.0445  0.084

=====

S:
The following is a quantum chemistry calculation of a cluster of 2 separate species, C4H7N3 in total, from the Open Molecules 2025 dataset.

Results
Orbital gap   0.34341 hartree
HOMO   -8.602 eV
LUMO level   0.74 eV

Each line ends with the Löwdin charge.
Cartesian coordinates (Å):
C1 -1.3521 0.0968 -1.8455  -0.104
N1 -0.2554 -0.5999 -1.2027  -0.077
C2 -0.2698 -0.8776 0.0955  -0.163
N2 0.5568 -1.5389 0.7561  -0.100
N3 1.4367 -1.4882 1.6485  0.044
C3 1.0564 1.4505 1.9581  -0.023
C4 0.2928 1.9244 1.1579  -0.021
H1 -2.2258 0.0186 -1.1959  0.083
H2 -1.1192 1.1576 -2.0029  0.073
H3 -1.5820 -0.3583 -2.8143  0.078
H4 0.5925 -0.7221 -1.7445  0.137
H5 1.5947 -2.4550 1.9605  0.048
H6 1.7200 0.9636 2.6387  0.011
H7 -0.3879 2.3561 0.4582  0.014

=====

Taking the most stable structure as the zero point, the relative energies in eV are P 3.441; Q 2.663; R 0.000; S 3.528.

=====

P:
The following is a quantum chemistry calculation of an isolated molecule of C4H7N3, from the Open Molecules 2025 dataset.

Results
SMILES string   Nc1c[nH]c(N)c1
Orbital gap   0.30800 hartree
HOMO   -7.328 eV
LUMO level   1.05 eV

Each line ends with the Löwdin charge.
Cartesian coordinates (Å):
N1 2.5054 -0.4301 0.0067  0.058
C1 1.1408 -0.0844 0.1806  -0.356
C2 0.6881 1.1878 0.4275  -0.091
N2 -0.6896 1.1451 0.3955  0.050
C3 -1.1141 -0.1192 0.1337  -0.393
N3 -2.4982 -0.2924 -0.1191  0.077
C4 -0.0013 -0.9311 0.0390  -0.006
H1 2.9239 0.2048 -0.6657  0.078
H2 2.5985 -1.3644 -0.3730  0.072
H3 1.2296 2.0938 0.6566  0.107
H4 -1.3202 1.9228 0.4811  0.147
H5 -2.6831 -0.0794 -1.0965  0.082
H6 -2.7911 -1.2481 0.0381  0.075
H7 0.0112 -2.0052 -0.1045  0.098

=====

Q:
The following is a quantum chemistry calculation of an isolated molecule of C4H7N3, from the Open Molecules 2025 dataset.

Results
SMILES string   [H]/N=C1/CC=CNN1
Orbital gap   0.32582 hartree
HOMO   -7.998 eV
LUMO level   0.87 eV

Each line ends with the Löwdin charge.
Cartesian coordinates (Å):
H1 -2.5484 -1.1343 0.9798  0.059
N1 -2.2986 -0.5561 0.1725  0.149
C1 -1.1667 -0.0142 0.2781  -0.410
C2 -0.6055 0.5340 -1.0510  -0.141
C3 0.8875 0.4244 -1.1230  -0.117
C4 1.6046 -0.1252 -0.1457  -0.162
N2 1.0125 -0.7158 0.9579  -0.047
N3 -0.2784 -0.2886 1.3487  -0.004
H2 -1.0751 0.0477 -1.9072  0.108
H3 -0.9300 1.5796 -1.0845  0.108
H4 1.3713 0.8476 -1.9917  0.091
H5 2.6802 -0.1974 -0.1802  0.107
H6 1.6022 -0.9171 1.7526  0.125
H7 -0.2556 0.5154 1.9939  0.134

=====

Taking the most stable structure as the zero point, the relative energies in eV are P 0.000; Q 1.900.

=====

P:
The following is a quantum chemistry calculation of a cluster of 2 separate species, C4H7N3 in total, from the Open Molecules 2025 dataset.

Results
Orbital gap (alpha / beta)   0.25337 / 0.29831 hartree
HOMO (alpha / beta)   -7.803 / -8.198 eV
LUMO level (alpha / beta)   -0.91 / -0.08 eV

Each line ends with the Löwdin charge.
Cartesian coordinates (Å):
C1 0.8807 0.8337 0.3454  -0.063
C2 0.7514 0.6739 1.7232  -0.317
C3 -1.3395 -0.9083 -1.0453  -0.166
C4 -0.0790 -0.4350 -1.5636  -0.012
N1 1.8939 1.3262 0.9458  0.148
N2 0.2851 0.5088 2.8753  -0.078
N3 0.8587 0.7963 4.0337  -0.048
H1 -1.7407 -1.3820 -1.9606  0.100
H2 -2.0158 -0.3320 -0.4462  0.078
H3 -1.0606 -1.7073 -0.3771  0.073
H4 0.1606 0.4812 -2.0087  0.033
H5 0.5846 -1.1980 -1.3498  0.041
H6 1.8824 1.0395 3.9877  0.100
H7 0.7030 0.0444 4.7727  0.110

=====

Q:
The following is a quantum chemistry calculation of an isolated molecule of C4H7N3, from the Open Molecules 2025 dataset.

Results
Orbital gap (alpha / beta)   0.36030 / 0.19551 hartree
HOMO (alpha / beta)   -9.339 / -6.334 eV
LUMO level (alpha / beta)   0.47 / -1.01 eV

Each line ends with the Löwdin charge.
Cartesian coordinates (Å):
C1 -0.6177 1.4711 -0.7316  -0.058
C2 -1.1436 -1.4649 0.7270  -0.050
N1 -0.1225 -0.7869 1.1324  -0.044
C3 0.9702 -0.3864 0.2781  -0.350
N2 2.0541 -1.0091 0.4027  0.166
C4 0.7104 0.7342 -0.8607  -0.421
N3 1.6317 0.8500 -1.6600  0.184
H1 -1.4798 0.8778 -1.0651  0.074
H2 -0.5670 2.3648 -1.3562  0.072
H3 -0.8100 1.7800 0.3065  0.078
H4 -1.1092 -1.9004 -0.2662  0.076
H5 -2.0033 -1.5956 1.3729  0.065
H6 -0.1559 -0.3607 2.0564  0.153
H7 2.6424 -0.5739 -0.3361  0.054

=====

Taking the most stable structure as the zero point, the relative energies in eV are P 3.558; Q 0.000.

=====

P:
The following is a quantum chemistry calculation of an isolated molecule of C3H5ClN2, from the Open Molecules 2025 dataset.

Results
SMILES string   N#C[C@H](Cl)CN
Orbital gap   0.39592 hartree
HOMO   -10.149 eV
LUMO level   0.62 eV

Each line ends with the Löwdin charge.
Cartesian coordinates (Å):
N1 -3.4217 -1.6427 -0.1582  0.175
C1 -2.5327 -0.9611 0.0864  -0.256
C2 -1.4271 -0.0600 0.3069  -0.722
Cl1 -1.8850 1.5910 -0.0603  0.703
C3 -0.1604 -0.3566 -0.4117  -0.313
N2 0.8815 0.6238 -0.2303  0.017
H1 -1.1984 -0.1653 1.3549  0.111
H2 0.1154 -1.2498 0.1272  0.126
H3 -0.3726 -0.5715 -1.3922  0.095
H4 0.5595 1.4894 -0.3410  -0.038
H5 1.3827 0.7277 0.6663  0.101

=====

Q:
The following is a quantum chemistry calculation of an isolated molecule of C3H5ClN2, from the Open Molecules 2025 dataset.

Results
SMILES string   Cl[C@@H]1N=CCN1
Orbital gap   0.36332 hartree
HOMO   -9.567 eV
LUMO level   0.32 eV

Each line ends with the Löwdin charge.
Cartesian coordinates (Å):
Cl1 -2.5618 0.3509 0.3126  0.266
C1 -0.8989 -0.2256 -0.7478  -0.577
N1 -0.3624 -1.3946 -0.1975  0.064
C2 0.6699 -1.0666 0.4616  -0.108
C3 0.9327 0.4083 0.4563  -0.170
N2 0.0252 0.8035 -0.6019  -0.045
H1 -1.3792 -0.3265 -1.7128  0.095
H2 1.2878 -1.7983 0.9530  0.115
H3 0.6752 0.8258 1.4413  0.127
H4 1.9611 0.6823 0.2153  0.118
H5 -0.3495 1.7408 -0.5800  0.115

=====

Taking the most stable structure as the zero point, the relative energies in eV are P 0.529; Q 0.000.

=====

P:
The following is a quantum chemistry calculation of a structure of composition H26O13, from the Open Molecules 2025 dataset.

Results
Orbital gap   0.33157 hartree
HOMO   -9.361 eV
LUMO level   -0.34 eV

Each line ends with the Löwdin charge.
Cartesian coordinates (Å):
O1 2.9065 2.3908 -0.5147  -0.153
H1 2.4425 2.0938 -1.3907  0.001
H2 2.0485 2.3648 0.0693  0.021
O2 2.0035 -1.0652 0.8293  0.036
H3 2.2075 -1.1152 1.7173  0.036
H4 2.0995 -1.9412 0.6713  -0.047
O3 1.3285 -3.3882 -0.0767  -0.135
H5 0.4255 -2.9672 -0.2607  0.027
H6 1.4575 -4.0872 0.6873  0.125
O4 0.3065 2.8818 0.6403  -0.004
H7 -0.1665 2.1438 0.2643  0.048
H8 -0.3085 3.5818 0.9553  0.134
O5 -1.8065 1.5938 -2.4067  0.034
H9 -2.6545 1.4418 -2.1687  0.004
H10 -1.7245 2.5238 -2.2317  0.084
O6 -0.4325 -0.4992 -2.7537  -0.069
H11 -1.1455 0.1778 -2.6317  -0.004
H12 -0.8755 -1.3582 -2.7097  0.048
O7 1.6925 2.4208 2.3693  -0.163
H13 1.2425 2.5868 1.4653  -0.124
H14 0.9995 2.8288 3.0103  0.066
O8 -1.2735 0.5208 2.1843  -0.083
H15 -0.4095 0.2678 2.7533  0.132
H16 -1.1175 0.1308 1.3903  -0.142
O9 0.0045 -2.9042 2.5893  0.020
H17 0.1125 -2.3182 1.9193  -0.066
H18 -0.7795 -2.7602 3.0613  0.027
O10 -3.2245 -0.3332 -0.1167  -0.083
H19 -3.2205 0.0718 0.8123  0.077
H20 -2.3145 -0.6252 0.0423  -0.025
O11 1.6205 1.5968 -2.7447  -0.108
H21 1.1945 0.7008 -2.6977  0.036
H22 2.2695 1.6288 -3.5747  0.142
O12 -1.3265 -2.6782 -0.3107  -0.079
H23 -1.6915 -3.3932 0.2883  0.108
H24 -1.9305 -2.6482 -1.1007  0.089
O13 -0.2295 0.1768 0.1703  -0.038
H25 0.5745 -0.0982 0.5543  0.009
H26 -0.3055 0.0568 -0.7527  0.017

=====

Q:
The following is a quantum chemistry calculation of a cluster of 13 separate species, H26O13 in total, from the Open Molecules 2025 dataset.

Results
Orbital gap   0.34055 hartree
HOMO   -9.857 eV
LUMO level   -0.59 eV

Each line ends with the Löwdin charge.
Cartesian coordinates (Å):
H1 -0.0571 -0.8607 -1.2925  -0.016
H2 1.0522 -0.4340 -0.4526  0.080
H3 6.5727 0.8841 -0.2344  0.038
H4 5.3592 0.2099 -0.6345  -0.053
H5 0.5436 -2.7010 -0.8174  0.097
H6 0.7058 -2.1317 -2.3141  0.006
H7 0.8674 4.8373 -1.3463  0.068
H8 -0.3001 4.0991 -0.7323  -0.047
H9 4.7565 -3.5770 0.2998  0.061
H10 3.4154 -3.1659 1.0575  -0.001
H11 -2.0910 1.7097 -0.1425  0.081
H12 -0.9098 0.9072 0.0466  -0.079
H13 -3.7876 -2.8191 -1.9986  0.061
H14 -3.3297 -1.4232 -2.3778  0.056
H15 -3.6094 0.6589 -0.5398  -0.034
H16 -4.5321 1.8562 -0.2512  0.124
H17 -2.8966 -4.1268 1.4997  0.046
H18 -2.3623 -3.6644 0.0737  0.041
H19 -4.1560 -0.3089 0.7019  0.032
H20 -2.9322 -0.7859 -0.1439  0.028
H21 0.4337 3.4235 1.6588  0.061
H22 1.3968 3.3642 0.4686  0.067
H23 -2.1159 1.2798 2.3150  0.006
H24 -0.7409 0.5896 2.6092  0.064
H25 5.1662 0.6447 1.0111  0.099
H26 3.5831 0.6769 1.0016  0.063
O1 0.1169 -0.2427 -0.6401  0.007
O2 6.0703 0.6602 -1.0361  -0.065
O3 1.0784 -2.7425 -1.6990  -0.066
O4 -0.1303 4.6801 -1.4632  -0.103
O5 4.1201 -3.7905 1.0255  -0.060
O6 -1.5225 1.2987 0.5573  -0.078
O7 -3.4366 -2.0056 -1.6222  -0.037
O8 -4.4956 0.9687 -0.8065  -0.115
O9 -2.0817 -3.8719 1.0207  -0.099
O10 -3.2270 -0.5225 0.7765  -0.088
O11 0.4518 3.4471 0.6973  -0.056
O12 -1.3047 1.3874 2.8127  -0.107
O13 4.3570 0.8405 0.4438  -0.082

=====

Taking the most stable structure as the zero point, the relative energies in eV are P 0.000; Q 1.066.